(1)
C5H10N4 | ωB97M-V/def2-TZVPD

Bonds (Å) are listed after each position.
Element x y z (Å)
1 H 1.663 -2.877 2.380  N2 1.028
2 N 1.519 -1.902 2.087  H1 1.028, C3 1.323
3 C 0.473 -1.926 1.277  N2 1.323, N4 1.357, H11 1.122
4 N -0.089 -0.771 0.840  C3 1.357, C5 1.456, N10 1.415
5 C 0.672 0.455 0.646  N4 1.456, C6 1.568, H12 1.115, H13 1.103
6 C 0.486 0.717 -0.889  C5 1.568, N7 1.462, C8 1.507, H14 1.089
7 N 0.476 2.164 -1.100  C6 1.462, H15 1.015, H16 1.038
8 C -0.835 0.053 -1.182  C6 1.507, C9 1.474, N10 1.478, H17 1.068
9 C -1.962 0.300 -0.264  C8 1.474, N10 1.451, H18 1.120, H19 1.077
10 N -1.150 -0.890 -0.088  N4 1.415, C8 1.478, C9 1.451
11 H -0.114 -2.831 0.969  C3 1.122
12 H 0.192 1.280 1.223  C5 1.115
13 H 1.703 0.259 0.984  C5 1.103
14 H 1.288 0.188 -1.400  C6 1.089
15 H 1.426 2.518 -1.037  N7 1.015
16 H 0.232 2.374 -2.086  N7 1.038
17 H -1.101 -0.321 -2.146  C8 1.068
18 H -2.987 0.116 -0.675  C9 1.120
19 H -1.890 1.093 0.461  C9 1.077

Output
- energy above the lowest of the compared OMol25 structures with the same formula, charge and spin (kcal per mole) = 61.7
- charge = 0
- gap between HOMO and LUMO (eV) = 9.3314
- total energy (eV) = -11305.2036
- SMILES string = [H]/N=C/N1C[C@H](N)[C@@H]2CN21

Löwdin atomic charge list, values in e, 5 entries: 0.02, 0.04, -0.26, -0.13, -0.09

(2)
C5H10N4S | ωB97M-V/def2-TZVPD

Bonds (Å) are listed after each position.
Element x y z (Å)
1 C 0.273 -0.349 -0.398  C2 1.501, N6 1.304, N9 1.289
2 C 0.370 0.803 0.558  C1 1.501, N6 1.482, N7 1.484, N8 1.411
3 C 1.755 1.534 2.515  N7 1.328, S10 1.500
4 C -2.251 -0.099 0.251  N6 1.427, H11 1.062, H12 1.188, H13 1.045
5 C 0.164 -2.029 -1.971  N9 1.413, H14 1.136, H15 1.048, H16 1.122
6 N -0.850 0.112 0.079  C1 1.304, C2 1.482, C4 1.427
7 N 1.107 0.599 1.829  C2 1.484, C3 1.328, H17 1.035
8 N 0.555 2.140 0.146  C2 1.411, H18 1.029, H19 0.996
9 N 0.925 -1.194 -1.121  C1 1.289, C5 1.413, H20 1.112
10 S 2.524 2.573 3.275  C3 1.500
11 H -2.823 0.770 0.036  C4 1.062
12 H -2.613 -0.910 -0.539  C4 1.188
13 H -2.525 -0.543 1.156  C4 1.045
14 H 0.777 -2.606 -2.734  C5 1.136
15 H -0.569 -1.499 -2.501  C5 1.048
16 H -0.377 -2.790 -1.349  C5 1.122
17 H 0.981 -0.349 2.224  N7 1.035
18 H -0.038 2.759 0.715  N8 1.029
19 H 0.599 2.195 -0.847  N8 0.996
20 H 2.016 -1.115 -1.323  N9 1.112

Output
- energy above the lowest of the compared OMol25 structures with the same formula, charge and spin (kcal per mole) = 69.7
- charge = +2
- gap between HOMO and LUMO (eV) = 8.8881
- total energy (eV) = -22122.2472

Löwdin atomic charge list, values in e, 5 entries: -0.14, -0.32, -0.56, 0.03, -0.05

(3)
C5H10N6O4 | ωB97M-V/def2-TZVPD

Bonds (Å) are listed after each position.
Element x y z (Å)
1 C 1.346 -0.510 -0.570  C2 1.601, C3 1.578, H16 1.119, H17 1.104
2 C 1.187 0.705 0.462  C1 1.601, C5 1.560, H18 1.089, H19 1.137
3 C 0.021 -1.073 -1.217  C1 1.578, N7 1.452, H20 1.135, H21 1.102
4 C -1.540 -0.350 0.690  N6 1.454, N7 1.436, H22 1.203, H23 1.152
5 C -0.054 1.585 0.119  C2 1.560, N6 1.386, O14 1.387, H24 1.034
6 N -1.150 1.048 0.776  C4 1.454, C5 1.386, H25 0.970
7 N -1.274 -0.699 -0.678  C3 1.452, C4 1.436, N9 1.329
8 N -2.245 1.285 -1.705  N9 1.385, N10 1.248
9 N -2.120 -0.078 -1.493  N7 1.329, N8 1.385, N11 1.441
10 N -1.315 2.115 -1.757  N8 1.248, O12 1.189, O14 1.442
11 N -3.206 -0.861 -2.029  N9 1.441, O13 1.191, O15 1.211
12 O -1.335 3.251 -2.109  N10 1.189
13 O -3.335 -1.890 -1.444  N11 1.191
14 O -0.046 1.639 -1.266  C5 1.387, N10 1.442
15 O -3.829 -0.335 -2.924  N11 1.211
16 H 2.061 -0.304 -1.406  C1 1.119
17 H 1.983 -1.192 0.020  C1 1.104
18 H 1.123 0.538 1.536  C2 1.089
19 H 2.219 1.129 0.244  C2 1.137
20 H -0.169 -0.921 -2.325  C3 1.135
21 H 0.038 -2.163 -1.059  C3 1.102
22 H -0.879 -0.965 1.486  C4 1.203
23 H -2.680 -0.313 0.849  C4 1.152
24 H 0.031 2.587 0.362  C5 1.034
25 H -1.799 1.648 1.176  N6 0.970

Output
- energy above the lowest of the compared OMol25 structures with the same formula, charge and spin (kcal per mole) = 87.7
- charge = 0
- gap between HOMO and LUMO (eV) = 9.2639
- total energy (eV) = -22466.2971

Löwdin atomic charge list, values in e, 5 entries: -0.14, -0.09, -0.13, -0.13, -0.39

(4)
C5H10NO | ωB97M-V/def2-TZVPD

Bonds (Å) are listed after each position.
Element x y z (Å)
1 C -2.699 1.281 -0.117  N2 1.312, H8 1.078, H9 1.113
2 N -2.530 0.158 0.541  C1 1.312, C3 1.510
3 C -1.149 -0.368 0.851  N2 1.510, C4 1.504, H10 1.075, H11 1.096
4 C -0.134 0.055 -0.176  C3 1.504, C5 1.562, H12 1.087, H13 1.107
5 C 1.178 -0.702 0.207  C4 1.562, C6 1.582, H14 1.102, H15 1.087
6 C 2.447 -0.406 -0.689  C5 1.582, O7 1.362, H16 1.101, H17 1.170
7 O 3.538 -1.151 -0.356  C6 1.362
8 H -3.683 1.576 -0.443  C1 1.078
9 H -1.845 1.819 -0.587  C1 1.113
10 H -0.744 -0.056 1.797  C3 1.075
11 H -1.268 -1.456 0.908  C3 1.096
12 H -0.379 -0.021 -1.233  C4 1.087
13 H 0.051 1.124 0.048  C4 1.107
14 H 1.553 -0.327 1.173  C5 1.102
15 H 0.965 -1.761 0.324  C5 1.087
16 H 2.595 0.657 -0.443  C6 1.101
17 H 2.102 -0.422 -1.806  C6 1.170

Output
- energy above the lowest of the compared OMol25 structures with the same formula, charge and spin (kcal per mole) = 29.8
- charge = -1
- gap between HOMO and LUMO (eV) = 5.7156
- total energy (eV) = -8882.8242
- SMILES string = C=NCCCC[O-]

Löwdin atomic charge list, values in e, 5 entries: -0.08, -0.04, -0.27, -0.26, -0.23

(5)
C5H10NO | ωB97M-V/def2-TZVPD

Bonds (Å) are listed after each position.
Element x y z (Å)
1 C 0.971 -2.642 -0.880  N2 1.249, H8 1.093, H9 1.096
2 N 0.992 -1.706 -1.706  C1 1.249, C3 1.470
3 C 0.511 -0.361 -1.358  N2 1.470, C4 1.530, H10 1.083, H11 1.088
4 C 0.376 0.060 0.106  C3 1.530, C5 1.534, H12 1.092, H13 1.086
5 C -0.647 1.199 0.212  C4 1.534, C6 1.563, H14 1.087, H15 1.100
6 C -0.962 1.711 1.655  C5 1.563, O7 1.327, H16 1.138, H17 1.146
7 O -1.610 2.869 1.667  C6 1.327
8 H 0.727 -2.585 0.185  C1 1.093
9 H 1.286 -3.652 -1.165  C1 1.096
10 H 1.063 0.343 -1.969  C3 1.083
11 H -0.510 -0.349 -1.737  C3 1.088
12 H -0.056 -0.789 0.639  C4 1.092
13 H 1.287 0.472 0.528  C4 1.086
14 H -0.344 2.046 -0.398  C5 1.087
15 H -1.640 0.896 -0.151  C5 1.100
16 H 0.006 1.705 2.254  C6 1.138
17 H -1.448 0.784 2.120  C6 1.146

Output
- energy above the lowest of the compared OMol25 structures with the same formula, charge and spin (kcal per mole) = 21.5
- charge = -1
- gap between HOMO and LUMO (eV) = 5.7566
- total energy (eV) = -8883.1857
- SMILES string = C=NCCCC[O-]

Löwdin atomic charge list, values in e, 5 entries: -0.11, -0.04, -0.25, -0.23, -0.25

(6)
C5H10NO | ωB97M-V/def2-TZVPD

Bonds (Å) are listed after each position.
Element x y z (Å)
1 N -0.475 -0.355 1.248  C2 1.480, C5 1.450, H8 1.017
2 C 0.615 0.566 1.641  N1 1.480, C3 1.527, H9 1.088, H10 1.083
3 C 0.528 1.749 0.680  C2 1.527, C4 1.555, H11 1.088, H12 1.093
4 C -0.130 1.158 -0.599  C3 1.555, C5 1.538, H13 1.088, H14 1.086
5 C -0.544 -0.267 -0.197  N1 1.450, C4 1.538, C6 1.568, H15 1.094
6 C 0.292 -1.383 -0.914  C5 1.568, O7 1.372, H16 1.093, H17 1.082
7 O -0.364 -1.628 -2.094  C6 1.372
8 H -1.362 -0.032 1.627  N1 1.017
9 H 0.420 0.898 2.658  C2 1.088
10 H 1.549 0.025 1.555  C2 1.083
11 H -0.118 2.541 1.052  C3 1.088
12 H 1.513 2.184 0.493  C3 1.093
13 H -1.004 1.757 -0.844  C4 1.088
14 H 0.516 1.228 -1.469  C4 1.086
15 H -1.576 -0.406 -0.533  C5 1.094
16 H 1.260 -0.928 -1.139  C6 1.093
17 H 0.313 -2.268 -0.291  C6 1.082

Output
- 2S+1 = 2
- energy above the lowest of the compared OMol25 structures with the same formula, charge and spin (kcal per mole) = 2.5
- charge = 0
- gap between HOMO and LUMO (alpha / beta) (eV) = 10.3504 / 8.2785
- ⟨S²⟩ = 0.75
- total energy (eV) = -8882.2115

Löwdin atomic charge list, values in e, 5 entries: -0.03, -0.20, -0.17, -0.14, -0.33

(7)
C5H10NO | ωB97M-V/def2-TZVPD

Bonds (Å) are listed after each position.
Element x y z (Å)
1 C -1.889 -0.903 -0.520  C4 1.300, O7 1.321, H8 1.095
2 C 1.525 1.290 -0.587  C3 1.325, H9 1.078, H10 1.077
3 C 1.836 0.013 -0.427  C2 1.325, C5 1.486, H11 1.082
4 C -2.411 0.148 0.040  C1 1.300, N6 1.257
5 C 2.306 -0.585 0.850  C3 1.486, H12 1.093, H13 1.087, H14 1.089
6 N -2.914 1.220 0.460  C4 1.257, H16 1.021, H17 1.022
7 O -0.994 -1.716 0.010  C1 1.321, H15 0.970
8 H -2.282 -1.103 -1.522  C1 1.095
9 H 1.626 1.993 0.225  C2 1.078
10 H 1.200 1.689 -1.533  C2 1.077
11 H 1.759 -0.669 -1.264  C3 1.082
12 H 1.582 -1.314 1.224  C5 1.093
13 H 2.455 0.179 1.608  C5 1.087
14 H 3.243 -1.115 0.685  C5 1.089
15 H -0.801 -2.483 -0.551  O7 0.970
16 H -2.450 2.119 0.317  N6 1.021
17 H -3.791 1.239 0.985  N6 1.022

Output
- energy above the lowest of the compared OMol25 structures with the same formula, charge and spin (kcal per mole) = 83.9
- charge = +1
- gap between HOMO and LUMO (eV) = 7.4257
- total energy (eV) = -8874.9421

Löwdin atomic charge list, values in e, 5 entries: -0.11, -0.02, -0.26, 0.06, -0.11

Question: What is the charge in the fourth record?
Answer: -1

Question: Which of these has the highest charge?
Answer: C5H10N4S